Below is a structure of composition C8H8N3S in a non-equilibrium geometry, with properties calculated with wB97M-V/def2-TZVPD.

Cartesian coordinates (Å):
C 2.68795 1.65704 -0.08400
C 3.26034 0.37741 0.08820
C 1.28520 1.85571 -0.20028
C 2.39764 -0.71184 0.05582
C 0.48752 0.75475 -0.11111
C -0.98990 -1.70083 0.04446
C -1.49891 0.64292 -0.00224
C -3.35501 -0.84715 0.07974
N 0.30191 -1.65561 0.00974
N 1.05978 -0.51751 -0.02251
N -1.91194 -0.65229 0.19991
S -2.28652 1.97963 -0.06835
H 3.20779 2.63978 -0.20661
H 4.22130 0.38398 0.48821
H 0.90066 2.89263 -0.41844
H 2.87624 -1.61721 0.17247
H -1.43355 -2.71953 -0.03030
H -3.96040 -0.28174 0.78080
H -3.67543 -0.55393 -0.89472
H -3.57471 -1.92619 0.11919

## Properties
HOMO energy: -13.021 eV
Total charge: +1
Orbital gap: 8.309 eV
Calculated total energy: -23721.3433 eV
Energy relative to the best compared isomer or geometry (same formula, charge and spin): 2.452 eV



Below is the molecule C6H8N2 in a non-equilibrium geometry, with properties calculated with wB97M-V/def2-TZVPD.

Cartesian coordinates (Å):
H 2.44752 -1.29672 -0.33707
N 2.70693 -0.37341 0.03101
C 1.68525 0.34584 0.10670
N 0.36111 -0.06933 -0.31485
C -0.15668 -1.45578 0.13856
C -1.72149 -1.28752 0.12221
C -1.90839 0.01885 -0.09278
C -0.67406 0.78119 -0.25892
C -0.57138 2.13066 0.02761
H 1.86942 1.37785 0.43541
H 0.08571 -2.18987 -0.67799
H 0.17276 -1.73090 1.05337
H -2.25504 -2.18726 0.23837
H -2.90977 0.48978 0.13212
H 0.50651 2.46348 0.26079
H -1.31291 2.97338 0.62154

## Properties
HOMO energy: -8.030 eV
Total charge: 0
Orbital gap: 8.697 eV
Calculated total energy: -9328.4669 eV
Energy relative to the best compared isomer or geometry (same formula, charge and spin): 3.241 eV



Below is the molecule C3H5N3 in a non-equilibrium geometry, with properties calculated with wB97M-V/def2-TZVPD.

Cartesian coordinates (Å):
N 0.60369 1.84574 -0.11334
C 0.17621 0.55908 -0.25543
C 0.46265 -0.47591 0.71972
C -0.53382 -1.36040 0.52183
N -1.15839 -1.07520 -0.71331
N -0.70525 0.19124 -1.14052
H 1.39157 2.05562 0.46934
H 0.22019 2.56004 -0.70720
H 1.33493 -0.55581 1.35295
H -1.05551 -1.99634 1.23026
H -0.73628 -1.74806 -1.36428

## Properties
HOMO energy: -8.371 eV
Total charge: 0
Orbital gap: 9.384 eV
Calculated total energy: -7660.6008 eV
Energy relative to the best compared isomer or geometry (same formula, charge and spin): 1.855 eV



Below is a structure of composition CH4Na8O5 in a non-equilibrium geometry, with properties calculated with wB97M-V/def2-TZVPD.

Cartesian coordinates (Å):
Na 0.24784 -3.40101 -1.22243
Na -0.63147 -2.82491 2.08888
Na -1.46706 2.16187 0.32573
Na 2.32820 0.33262 -1.61526
Na 1.55095 1.06878 3.00778
Na -1.93422 0.12300 2.80580
Na -2.99914 -1.51241 0.45220
Na 2.93682 -2.44912 1.51760
C 0.38150 -0.37696 0.37970
O -0.85199 -0.54799 0.58270
O 0.81023 0.75557 0.23535
O 1.10044 -1.34592 0.10016
O 0.67684 3.55333 -1.10302
H 1.39006 4.09139 -0.75945
H 0.90862 2.65910 -0.85231
O -1.48493 -1.07072 -2.22097
H -0.90600 -0.91313 -1.47515
H -2.05667 -0.30349 -2.24729

## Properties
HOMO energy (alpha / beta): -33.431 / -33.431 eV
Total charge: +7
Orbital gap (alpha / beta): 8.179 / 3.914 eV
Calculated total energy: -46567.8118 eV
Multiplicity: 2



Below is the molecule C5H7N in a non-equilibrium geometry, with properties calculated with wB97M-V/def2-TZVPD.

Cartesian coordinates (Å):
C -0.63097 -1.17445 -1.39889
C -0.10612 -0.34428 -0.27118
C 0.95500 -0.46526 0.56517
C 1.07924 0.77985 1.28100
C 0.05272 1.57918 0.89340
N -0.71411 0.91111 -0.06962
H -1.63161 -0.84516 -1.70110
H 0.01705 -1.03386 -2.27161
H -0.66287 -2.24036 -1.16965
H 1.58570 -1.33689 0.66496
H 1.85195 1.02902 1.99678
H -0.19965 2.59296 1.18216
H -1.59632 0.54814 0.29855

## Properties
HOMO energy: -8.287 eV
Total charge: 0
Orbital gap: 9.381 eV
Calculated total energy: -6787.7296 eV
Energy relative to the best compared isomer or geometry (same formula, charge and spin): 0.783 eV



Below is a cluster of 10 separate species, C5H31NO9 in total in a non-equilibrium geometry, with properties calculated with wB97M-V/def2-TZVPD.

Cartesian coordinates (Å):
C 0.81659 0.08221 -3.09293
C 0.59760 -0.70780 -1.80212
N 0.77988 -0.03169 -0.50719
C 2.07400 0.62020 -0.37005
C -0.34437 0.81464 -0.08250
C -0.42818 2.22353 -0.66833
H 0.08406 0.86998 -3.26245
H 1.80792 0.53286 -3.14962
H 0.70706 -0.60302 -3.93737
H 1.29754 -1.55167 -1.79421
H -0.39823 -1.15191 -1.83532
H 2.17522 1.02330 0.63738
H 2.25318 1.44501 -1.06284
H 2.87486 -0.10809 -0.54043
H -0.26519 0.88064 1.00995
H -1.27826 0.27895 -0.23909
H -1.33739 2.72586 -0.33729
H -0.52606 2.19017 -1.75248
H 0.42840 2.84785 -0.40925
O 1.09887 2.24012 2.88461
H 0.55253 3.03131 2.75057
H 1.69754 2.47890 3.60276
O -0.12478 -0.05320 3.83827
H 0.26002 0.76816 3.47832
H 0.21792 -0.76205 3.24081
O -2.79230 -2.07593 -1.03482
H -2.54719 -2.18744 -0.07573
H -3.47632 -2.75777 -1.16186
O 2.52229 2.95192 -3.01188
H 2.68725 3.85039 -3.33861
H 1.54731 2.83885 -3.01915
O 0.50273 -1.82255 1.79347
H 1.28569 -2.40278 1.71083
H 0.58027 -1.17614 1.05579
O 2.77551 -2.92663 0.63185
H 2.61477 -2.25859 -0.01941
H 2.64164 -3.75737 0.17285
O -2.20712 -2.63504 1.53049
H -1.21787 -2.53713 1.59686
H -2.51691 -2.00692 2.23396
O -2.76938 -0.86779 3.60767
H -1.84515 -0.56442 3.80426
H -3.35698 -0.09030 3.54268
O -3.49273 0.29496 -2.31120
H -3.37572 -0.53745 -1.79041
H -2.58054 0.58386 -2.51683

## Properties
HOMO energy: -9.080 eV
Total charge: 0
Orbital gap: 9.168 eV
Calculated total energy: -25606.7803 eV
Energy relative to the best compared isomer or geometry (same formula, charge and spin): 0.461 eV



Below is a cluster of 9 separate species, H20NO8 in total in a non-equilibrium geometry, with properties calculated with wB97M-V/def2-TZVPD.

Cartesian coordinates (Å):
N 0.38821 0.39555 0.49238
H 0.92921 0.33155 -0.24562
H -0.12179 -0.33045 0.60438
H -0.16679 1.23355 0.28738
H 0.78021 0.70055 1.14038
O 1.04121 -1.59145 -1.97962
H 0.99521 -2.58945 -1.67962
H 0.05021 -1.36145 -1.90762
O -0.46279 3.30155 1.83438
H -0.92479 4.03355 1.30038
H -0.87379 3.43255 2.68938
O -1.67779 -0.81845 -1.89462
H -1.74679 -0.07845 -2.45962
H -2.59379 -0.93745 -1.67362
O 2.57021 -1.62345 0.92938
H 3.05721 -1.36445 1.69938
H 1.83721 -2.27345 1.04138
O 2.29421 0.62955 -2.97362
H 1.82221 -0.25545 -2.79162
H 3.15121 0.31855 -2.83962
O -2.99379 -1.84545 1.27538
H -2.26579 -1.67545 1.81738
H -2.76179 -2.86345 0.99438
O -0.00079 2.41755 -1.85162
H 0.71221 1.88455 -2.39562
H 0.07321 3.23355 -1.28662
O -1.02679 -0.60345 2.92738
H -1.59279 -0.35645 3.67138
H -0.49179 -1.34445 3.27438

## Properties
HOMO energy: -14.195 eV
Total charge: +1
Orbital gap: 10.860 eV
Calculated total energy: -18185.8943 eV
Energy relative to the best compared isomer or geometry (same formula, charge and spin): 4.364 eV